Entry 1:
7
Properties=species:S:1:pos:R:3 method="wB97M-V/def2-TZVPD" smiles="O=C[Si](Cl)(Cl)Cl" e_tot_ev=-48548.5452 e_above_lowest_ev=0.474 lumo_ha=-0.030 total_charge=0
C 0.094 -0.775 -1.022
O -0.775 -0.814 -1.847
Si -0.032 0.338 0.600
Cl 0.843 -0.630 2.175
Cl 0.677 2.513 0.219
Cl -1.942 0.711 0.988
H 1.135 -1.343 -1.113

Entry 2:
5
Properties=species:S:1:pos:R:3 method="wB97M-V/def2-TZVPD" smiles=FC(F)Cl e_tot_ev=-19010.0531 e_above_lowest_ev=0.381 lumo_ha=0.035 total_charge=0
C -0.184 -0.062 0.097
H -0.214 0.185 1.103
F -0.500 1.141 -0.451
F -0.731 -1.146 -0.432
Cl 1.629 -0.117 -0.317

Entry 3:
8
Properties=species:S:1:pos:R:3 method="wB97M-V/def2-TZVPD" e_tot_ev=-42726.3325 e_above_lowest_ev=1.438 lumo_ha=-0.053 total_charge=0
C -1.083 -0.459 0.436
O -0.207 1.530 -1.256
F -0.292 -1.427 1.060
F -2.077 -0.175 1.246
S 2.011 0.177 0.286
S -0.023 1.198 0.118
Cl 3.101 0.226 -1.486
H -1.430 -1.070 -0.404